# 1
The following is a DFT calculation (ωB97M-V with the def2-TZVPD basis set) of a cluster of 9 separate species, C30H83N5O14 in total in a non-equilibrium geometry.

```
! RIJCOSX wB97M-V def2-TZVPD def2/J DEFGRID3
* xyz 0 1
C -4.043 -3.696 3.019
O -4.775 -4.419 2.089
C -5.569 -3.506 1.267
C -5.787 -4.211 -0.042
N -6.316 -5.605 0.221
C -6.166 -6.371 -1.066
C -6.806 -7.775 -0.990
O -5.928 -8.715 -0.259
C -6.365 -10.035 -0.354
H -3.621 -2.811 2.543
H -3.184 -4.251 3.393
H -4.764 -3.443 3.797
H -4.933 -2.642 1.073
H -6.510 -3.139 1.677
H -4.794 -4.319 -0.479
H -6.158 -3.455 -0.734
H -5.644 -6.064 0.820
H -5.136 -6.333 -1.421
H -6.841 -5.821 -1.721
H -6.949 -8.091 -2.024
H -7.767 -7.768 -0.476
H -6.615 -10.296 -1.383
H -7.158 -10.188 0.377
H -5.656 -10.838 -0.150
C -3.206 4.333 1.452
O -2.579 4.551 0.087
C -2.897 5.701 -0.661
C -2.037 5.800 -1.987
N -2.843 6.301 -3.166
C -3.298 7.669 -3.055
C -4.252 7.956 -4.180
O -5.345 6.937 -4.463
C -6.279 6.740 -3.373
H -3.632 3.347 1.636
H -4.072 4.932 1.737
H -2.415 4.587 2.158
H -2.813 6.623 -0.085
H -3.942 5.610 -0.959
H -1.705 4.868 -2.445
H -1.148 6.393 -1.774
H -3.646 5.747 -3.426
H -2.492 8.393 -3.165
H -3.825 7.951 -2.144
H -3.711 8.039 -5.123
H -4.699 8.944 -4.076
H -5.996 6.127 -2.518
H -7.239 6.351 -3.713
H -6.515 7.709 -2.932
C 1.304 1.024 6.046
O 2.215 1.714 6.824
C 3.049 2.509 6.020
C 4.345 2.475 6.931
N 5.513 2.836 6.189
C 5.457 4.234 5.772
C 6.659 4.694 4.865
O 6.388 4.465 3.444
C 7.311 4.631 2.454
H 1.589 0.551 5.106
H 0.581 1.726 5.631
H 0.765 0.315 6.675
H 2.515 3.449 5.882
H 3.436 1.920 5.188
H 4.600 1.488 7.317
H 4.176 3.159 7.762
H 6.182 2.890 6.944
H 5.425 4.824 6.688
H 4.524 4.531 5.292
H 7.552 4.144 5.165
H 6.833 5.753 5.050
H 7.142 4.075 1.532
H 8.272 4.382 2.905
H 7.242 5.706 2.287
C 3.807 -1.899 -0.221
O 3.371 -0.725 0.464
C 3.195 0.523 -0.318
C 2.522 1.514 0.640
N 1.118 1.131 0.779
C 0.639 1.931 1.886
C -0.819 1.529 2.207
O -0.788 0.339 2.878
C -0.795 -0.830 2.094
H 4.869 -1.846 -0.462
H 3.321 -2.091 -1.177
H 3.696 -2.634 0.576
H 2.570 0.428 -1.205
H 4.050 1.049 -0.744
H 2.544 2.465 0.108
H 3.033 1.530 1.603
H 1.234 0.192 1.131
H 0.701 3.014 1.777
H 1.185 1.658 2.789
H -1.465 1.442 1.333
H -1.177 2.339 2.842
H -1.304 -0.751 1.133
H -1.327 -1.650 2.577
H 0.191 -1.253 1.901
C 1.713 -3.078 -7.163
O 1.976 -1.648 -6.956
C 2.125 -1.343 -5.566
C 3.394 -1.926 -4.969
N 3.163 -3.110 -4.144
C 4.335 -3.943 -4.045
C 4.065 -5.209 -3.102
O 3.129 -6.038 -3.700
C 2.809 -7.118 -2.782
H 0.956 -3.436 -6.464
H 2.676 -3.533 -6.933
H 1.365 -3.372 -8.153
H 1.160 -1.636 -5.152
H 2.221 -0.261 -5.656
H 3.803 -1.130 -4.347
H 4.115 -2.190 -5.742
H 2.281 -3.554 -4.354
H 5.145 -3.509 -3.458
H 4.684 -4.173 -5.052
H 3.579 -4.737 -2.249
H 4.842 -5.859 -2.699
H 1.902 -7.606 -3.140
H 2.872 -7.054 -1.695
H 3.600 -7.852 -2.937
O 0.481 -0.938 -2.793
H 0.808 -1.449 -3.534
H 0.618 -0.027 -3.052
O 3.731 -0.496 3.699
H 4.634 -0.210 3.557
H 3.481 -0.918 2.877
O -0.134 3.133 -0.970
H 0.083 2.443 -0.343
H -0.698 3.733 -0.482
O -1.685 -1.743 -1.124
H -1.390 -0.835 -1.057
H -1.216 -2.093 -1.882
*
```

highest occupied orbital energy	-8.81	eV
SMILES	COCCNCCOC.COCCNCCOC.COCCNCCOC.COCCNCCOC.COCCNCCOC.O.O.O.O
LUMO level	0.0180	hartree
relative energy (zero: lowest compared OMol25 entry of this formula, charge and spin)	682.7	kJ/mol

***

# 2
The following is a DFT calculation (ωB97M-V with the def2-TZVPD basis set) of a cluster of 12 separate species, C2H27O12 in total in a non-equilibrium geometry.

```
! RIJCOSX wB97M-V def2-TZVPD def2/J DEFGRID3
* xyz -1 1
C 0.334 -0.260 1.065
C -1.042 -0.136 1.583
O -1.769 0.491 0.584
H 0.998 -0.583 1.838
H 0.853 0.651 0.743
H 0.471 -1.030 0.305
H -0.931 0.566 2.425
H -1.350 -1.117 1.883
O -0.808 -3.943 -1.027
H -1.081 -3.015 -1.030
H -1.260 -4.343 -1.790
O 3.208 -1.321 -0.831
H 4.158 -1.336 -1.043
H 3.073 -1.906 -0.062
O -3.542 1.864 2.095
H -3.155 2.604 2.547
H -2.840 1.409 1.589
O 3.123 1.302 0.979
H 3.036 0.372 0.794
H 4.086 1.399 1.036
O -1.351 -1.217 -1.470
H -0.570 -0.830 -1.852
H -1.475 -0.727 -0.651
O 1.037 -0.655 -2.567
H 1.676 -0.895 -1.889
H 1.481 -0.063 -3.155
O 1.007 3.053 1.758
H 1.582 2.331 1.724
H 0.118 2.686 1.579
O 2.344 1.651 -1.545
H 2.701 1.611 -0.652
H 2.513 2.552 -1.871
O -0.464 2.025 -1.012
H 0.418 1.636 -1.167
H -0.853 1.406 -0.349
O -3.726 0.796 -1.364
H -3.513 1.726 -1.568
H -3.063 0.468 -0.754
O -2.156 -3.136 1.116
H -1.673 -2.315 1.332
H -1.593 -3.772 0.674
*
```

highest occupied orbital energy	-5.14	eV
LUMO level	0.0581	hartree
relative energy (zero: lowest compared OMol25 entry of this formula, charge and spin)	193.8	kJ/mol

***

# 3
The following is a DFT calculation (ωB97M-V with the def2-TZVPD basis set) of a structure of composition C45H38LaO8P3S2 in a non-equilibrium geometry.

```
! RIJCOSX wB97M-V def2-TZVPD def2/J DEFGRID3
* xyz 0 1
La -0.324 -0.147 -0.069
O -0.835 0.544 3.928
S -0.991 -0.216 2.718
O -1.983 0.330 1.791
O 0.272 -0.338 1.958
C -1.371 -1.903 3.175
C -1.573 -2.136 4.526
C -1.749 -3.427 4.993
C -1.701 -4.487 4.099
C -1.501 -4.248 2.748
C -1.335 -2.954 2.276
S -1.144 -2.794 0.481
O -1.509 -4.071 -0.060
O -2.010 -1.678 0.066
O 0.254 -2.405 0.200
H -1.572 -1.279 5.181
H -1.906 -3.604 6.046
H -1.819 -5.500 4.453
H -1.481 -5.050 2.025
O -1.131 -0.088 -2.345
C -0.791 1.085 -2.098
O 0.315 1.333 -1.512
C -1.745 2.244 -2.158
P -1.999 2.428 -0.277
C -2.496 4.196 -0.259
C -1.473 5.117 -0.055
C -1.742 6.474 -0.045
C -3.043 6.917 -0.218
C -4.066 6.005 -0.416
C -3.797 4.648 -0.451
C -3.605 1.584 -0.007
C -3.913 0.399 -0.676
C -5.028 -0.330 -0.294
C -5.839 0.107 0.743
C -5.530 1.280 1.413
C -4.409 2.003 1.052
H -2.660 2.057 -2.720
H -1.228 3.134 -2.515
H -0.466 4.754 0.097
H -0.946 7.188 0.104
H -3.259 7.975 -0.208
H -5.082 6.353 -0.541
H -4.600 3.943 -0.612
H -3.283 0.032 -1.481
H -5.248 -1.267 -0.781
H -6.705 -0.471 1.033
H -6.137 1.618 2.240
H -4.154 2.899 1.601
C 4.418 -0.475 -0.193
P 2.624 -0.313 0.356
C 2.755 -1.217 1.951
C 2.788 -2.597 1.756
C 2.693 -3.464 2.828
C 2.529 -2.960 4.108
C 2.500 -1.590 4.310
C 2.628 -0.720 3.242
C 2.492 1.512 0.549
C 2.964 2.233 -0.553
C 2.806 3.602 -0.630
C 2.164 4.282 0.392
C 1.647 3.574 1.464
C 1.792 2.196 1.541
P 5.515 0.959 0.318
C 5.293 0.881 2.138
C 4.822 2.005 2.803
C 4.720 2.005 4.184
C 5.107 0.888 4.906
C 5.589 -0.231 4.246
C 5.680 -0.238 2.869
C 7.201 0.215 0.350
C 8.116 0.892 1.160
C 9.417 0.449 1.284
C 9.832 -0.670 0.577
C 8.948 -1.317 -0.268
C 7.639 -0.876 -0.389
H 4.449 -0.522 -1.287
H 4.800 -1.416 0.212
H 2.843 -2.985 0.746
H 2.725 -4.530 2.661
H 2.422 -3.636 4.944
H 2.362 -1.191 5.305
H 2.601 0.341 3.429
H 3.418 1.703 -1.378
H 3.175 4.136 -1.493
H 2.051 5.356 0.341
H 1.118 4.092 2.252
H 1.354 1.671 2.377
H 4.538 2.879 2.233
H 4.345 2.879 4.697
H 5.040 0.890 5.985
H 5.898 -1.101 4.808
H 6.067 -1.109 2.359
H 7.787 1.762 1.713
H 10.108 0.971 1.932
H 10.847 -1.027 0.678
H 9.279 -2.175 -0.836
H 6.963 -1.394 -1.055
*
```

highest occupied orbital energy	-8.01	eV
LUMO level	0.0114	hartree
relative energy (zero: lowest compared OMol25 entry of this formula, charge and spin)	0.0	kJ/mol

***

# 4
The following is a DFT calculation (ωB97M-V with the def2-TZVPD basis set) of a cluster of 7 separate species, C51H51BClFN4O17S2 in total in a non-equilibrium geometry.

```
! RIJCOSX wB97M-V def2-TZVPD def2/J DEFGRID3
* xyz 0 1
C 0.252 1.328 -1.015
C 0.834 1.877 -2.392
C 1.575 3.267 -2.271
C 0.619 4.429 -1.708
N 1.057 5.754 -2.133
C 0.800 6.883 -1.259
C 1.959 6.968 -0.158
Cl 3.467 6.101 -0.850
N 2.435 8.387 0.087
C 3.666 8.412 0.389
S 5.160 8.619 0.991
C 1.667 6.288 1.251
B 2.674 5.018 1.478
N 3.945 5.288 2.252
O 2.475 3.714 0.977
S -0.104 5.931 1.558
O -0.173 4.515 2.037
O -0.544 6.761 2.725
O -1.089 6.024 0.246
C -0.685 7.062 -0.727
C -1.764 6.817 -1.900
C -1.330 7.260 -3.344
C -2.575 8.043 -3.997
F -1.175 6.095 -4.182
N -0.880 8.317 0.023
C -2.201 8.460 0.681
C -0.636 9.545 -0.707
C 0.293 10.628 0.021
O -1.113 9.897 -1.781
H 1.093 1.092 -0.304
H -0.469 2.083 -0.571
H -0.334 0.377 -1.215
H 0.026 1.841 -3.176
H 1.623 1.121 -2.720
H 2.492 3.220 -1.612
H 1.889 3.583 -3.312
H 0.513 4.249 -0.606
H -0.400 4.211 -2.179
H 0.983 5.946 -3.127
H 0.988 7.800 -1.913
H 1.970 7.045 2.044
H 4.078 4.504 2.905
H 4.708 5.229 1.558
H 3.356 3.419 0.656
H -2.767 7.264 -1.679
H -1.926 5.691 -1.932
H -0.465 7.970 -3.416
H -3.290 7.218 -4.317
H -2.184 8.500 -4.953
H -3.040 8.781 -3.294
H -2.158 8.500 1.815
H -2.624 9.475 0.378
H -2.985 7.708 0.402
H -0.407 11.449 0.379
H 1.101 11.018 -0.650
H 0.719 10.140 0.952
C 5.039 0.122 -2.833
C 4.684 1.208 -2.150
C 5.177 1.443 -0.776
O 4.851 2.436 -0.152
C 6.080 0.430 -0.189
C 6.435 -0.657 -0.873
C 5.941 -0.893 -2.249
O 6.266 -1.882 -2.874
H 4.687 -0.068 -3.840
H 4.025 1.961 -2.563
H 6.431 0.620 0.817
H 7.094 -1.410 -0.460
C -2.177 -3.629 -0.752
C -1.243 -2.692 -0.901
C -0.057 -2.641 -0.017
O 0.791 -1.779 -0.154
C 0.052 -3.675 1.039
C -0.884 -4.612 1.188
C -2.069 -4.660 0.303
O -2.922 -5.514 0.436
H -3.051 -3.681 -1.389
H -1.306 -1.929 -1.667
H 0.926 -3.624 1.678
H -0.823 -5.374 1.956
C -7.178 -7.675 -2.962
C -6.243 -6.739 -3.113
C -5.057 -6.690 -2.230
O -4.204 -5.837 -2.364
C -4.949 -7.720 -1.174
C -5.885 -8.657 -1.023
C -7.071 -8.706 -1.906
O -7.924 -9.561 -1.770
H -8.053 -7.726 -3.598
H -6.306 -5.978 -3.880
H -4.074 -7.669 -0.538
H -5.822 -9.418 -0.255
C 3.461 -5.659 4.246
C 4.444 -5.196 5.016
C 4.206 -4.114 5.996
O 5.102 -3.690 6.697
C 2.834 -3.567 6.088
C 1.851 -4.030 5.317
C 2.091 -5.112 4.338
O 1.195 -5.538 3.634
H 3.617 -6.449 3.524
H 5.452 -5.586 4.962
H 2.677 -2.776 6.811
H 0.842 -3.641 5.371
C -8.571 -6.137 3.229
C -8.378 -5.714 1.980
C -8.579 -6.617 0.826
O -8.401 -6.233 -0.314
C -9.004 -8.006 1.110
C -9.197 -8.428 2.359
C -8.996 -7.525 3.514
O -9.174 -7.909 4.653
H -8.428 -5.491 4.086
H -8.067 -4.702 1.754
H -9.148 -8.652 0.253
H -9.508 -9.440 2.586
C 5.375 -5.484 -1.520
C 5.069 -4.800 -0.418
C 5.120 -5.432 0.916
O 4.839 -4.809 1.924
C 5.524 -6.854 0.984
C 5.830 -7.539 -0.117
C 5.780 -6.906 -1.453
O 6.061 -7.529 -2.456
H 5.343 -5.037 -2.505
H 4.772 -3.760 -0.449
H 5.557 -7.301 1.970
H 6.128 -8.580 -0.086
*
```

highest occupied orbital energy	-8.97	eV
SMILES	CCCCN[C@@H]1[C@@](Cl)(N=C=S)[C@H](B(N)O)S(=O)(=O)O[C@@]1(C[C@H](C)F)N(C)C(C)=O.O=C1C=CC(=O)C=C1.O=C1C=CC(=O)C=C1.O=C1C=CC(=O)C=C1.O=C1C=CC(=O)C=C1.O=C1C=CC(=O)C=C1.O=C1C=CC(=O)C=C1
LUMO level	-0.0757	hartree

***

Repeat the second record exactly.
The following is a DFT calculation (ωB97M-V with the def2-TZVPD basis set) of a cluster of 12 separate species, C2H27O12 in total in a non-equilibrium geometry.

```
! RIJCOSX wB97M-V def2-TZVPD def2/J DEFGRID3
* xyz -1 1
C 0.334 -0.260 1.065
C -1.042 -0.136 1.583
O -1.769 0.491 0.584
H 0.998 -0.583 1.838
H 0.853 0.651 0.743
H 0.471 -1.030 0.305
H -0.931 0.566 2.425
H -1.350 -1.117 1.883
O -0.808 -3.943 -1.027
H -1.081 -3.015 -1.030
H -1.260 -4.343 -1.790
O 3.208 -1.321 -0.831
H 4.158 -1.336 -1.043
H 3.073 -1.906 -0.062
O -3.542 1.864 2.095
H -3.155 2.604 2.547
H -2.840 1.409 1.589
O 3.123 1.302 0.979
H 3.036 0.372 0.794
H 4.086 1.399 1.036
O -1.351 -1.217 -1.470
H -0.570 -0.830 -1.852
H -1.475 -0.727 -0.651
O 1.037 -0.655 -2.567
H 1.676 -0.895 -1.889
H 1.481 -0.063 -3.155
O 1.007 3.053 1.758
H 1.582 2.331 1.724
H 0.118 2.686 1.579
O 2.344 1.651 -1.545
H 2.701 1.611 -0.652
H 2.513 2.552 -1.871
O -0.464 2.025 -1.012
H 0.418 1.636 -1.167
H -0.853 1.406 -0.349
O -3.726 0.796 -1.364
H -3.513 1.726 -1.568
H -3.063 0.468 -0.754
O -2.156 -3.136 1.116
H -1.673 -2.315 1.332
H -1.593 -3.772 0.674
*
```

highest occupied orbital energy	-5.14	eV
LUMO level	0.0581	hartree
relative energy (zero: lowest compared OMol25 entry of this formula, charge and spin)	193.8	kJ/mol

***

Q: Which formula does entry 2 have?
A: C2H27O12

***

Q: Which value of highest occupied orbital energy does entry 4 give?
A: -8.97 eV